The following is a DFT calculation (wB97M-V/def2-TZVPD) of a cluster of 2 separate species, C31H55ClO4P in total in a non-equilibrium geometry.

Its energy relative to the best compared isomer or geometry (same formula, charge and spin) is 0.185 eV. The HOMO-LUMO gap is 0.1001 Eh. Its net charge is -1.

Last column: Löwdin charge in e.
CARTESIAN COORDINATES (ANGSTROEM)
C 1.6074 1.5197 5.0962  -0.10
C 1.0192 2.8892 4.8327  -0.27
C 1.5500 3.4778 3.5386  -0.23
C 0.8588 4.7855 3.2093  -0.22
C -0.6502 4.7144 3.1314  -0.21
C -1.2914 4.3738 1.7798  -0.19
C -0.8453 3.1654 0.9472  -0.21
C -1.0517 1.7690 1.5099  -0.19
C -2.4982 1.4687 1.9060  -0.20
C -3.0144 0.1013 1.4430  -0.20
C -2.5144 -1.1044 2.2684  -0.17
C -1.6281 -2.0823 1.4554  -0.21
C -0.3724 -2.5014 2.1764  -0.22
C 0.4241 -3.5296 1.3623  -0.20
C 1.8829 -3.6804 1.8446  -0.19
C 2.9205 -3.5175 0.7358  -0.19
C 2.6459 -2.3791 -0.2675  -0.20
C 3.8179 -1.4230 -0.4866  -0.21
C 3.3625 -0.3180 -1.4519  -0.17
C 3.5836 -0.7941 -2.9026  -0.13
C 2.4575 -0.4805 -3.8204  -0.13
C 2.2543 0.7407 -4.2872  0.06
C 1.1380 0.9869 -5.1938  -0.34
O 1.1213 1.9296 -5.9610  0.11
C -0.0151 0.0243 -5.1652  -0.17
C -1.3153 0.5657 -5.6324  -0.17
C -2.1771 0.9203 -4.4080  -0.19
C -1.6860 2.1413 -3.6547  -0.24
C -1.9987 2.0245 -2.1638  -0.10
C 0.1983 -1.2185 -4.7343  -0.26
P -1.1892 -2.4095 -4.7484  0.57
O -0.4611 -3.7721 -5.2525  -0.33
Cl -1.5233 -2.7906 -2.7684  0.28
C 1.5580 -1.5728 -4.2631  -0.33
O 1.9334 -2.7250 -4.2113  0.11
H 1.6869 0.9622 4.1801  0.06
H 0.9623 0.9633 5.7544  0.07
H 2.5792 1.6152 5.5623  0.07
H -0.0462 2.7317 4.7546  0.08
H 1.2171 3.5643 5.6550  0.11
H 1.5181 2.7859 2.7086  0.10
H 2.6031 3.6970 3.6971  0.11
H 1.0953 5.4290 4.0524  0.10
H 1.2896 5.2781 2.3467  0.11
H -1.0159 5.7102 3.3542  0.10
H -1.0644 4.0676 3.8938  0.09
H -2.3599 4.2959 1.9299  0.10
H -1.1237 5.2279 1.1308  0.10
H -1.4744 3.2047 0.0633  0.06
H 0.1674 3.2879 0.5890  0.11
H -0.3962 1.5261 2.3351  0.09
H -0.7779 1.0908 0.7094  0.10
H -3.1824 2.2173 1.5236  0.10
H -2.5041 1.4479 2.9878  0.10
H -2.7151 -0.0898 0.4195  0.08
H -4.0939 0.1114 1.4850  0.10
H -2.0545 -0.7910 3.1978  0.10
H -3.3701 -1.7056 2.5409  0.10
H -1.3783 -1.6610 0.4834  0.08
H -2.2218 -2.9738 1.2906  0.08
H -0.6427 -2.9573 3.1190  0.12
H 0.2460 -1.6249 2.3598  0.10
H 0.3710 -3.2952 0.3053  0.09
H -0.0671 -4.4817 1.4961  0.11
H 2.0471 -2.9956 2.6603  0.10
H 2.0056 -4.6737 2.2569  0.10
H 2.9780 -4.4331 0.1616  0.10
H 3.9108 -3.3528 1.1451  0.10
H 1.8046 -1.7713 0.0317  0.10
H 2.4281 -2.8248 -1.2310  0.11
H 4.6135 -1.9784 -0.9679  0.11
H 4.1864 -1.0185 0.4380  0.10
H 2.3319 -0.0624 -1.2509  0.11
H 3.9888 0.5445 -1.2587  0.10
H 4.4517 -0.2786 -3.2841  0.12
H 3.7615 -1.8559 -2.9155  0.10
H 2.9100 1.5451 -4.0100  0.13
H -1.1774 1.4788 -6.1917  0.11
H -1.8448 -0.1562 -6.2291  0.09
H -2.1505 0.0732 -3.7336  0.07
H -3.2083 1.0667 -4.6983  0.12
H -0.6142 2.2870 -3.7287  0.10
H -2.1506 3.0539 -4.0025  0.11
H -1.5937 2.8994 -1.6760  0.05
H -3.0666 1.9857 -2.0033  0.09
H -1.5118 1.1601 -1.7347  0.07
H -0.6983 -3.9076 -6.1722  0.04
C -3.3434 -5.5291 1.7488  -0.54
O -3.0177 -4.8728 2.8704  -0.42
H -3.0228 -6.6100 1.6924  0.02
H -4.4456 -5.5968 1.5125  0.02
H -2.9220 -5.1103 0.7807  0.02

The following is a DFT calculation (wB97M-V/def2-TZVPD) of a structure of composition C31H56AlN6O5P3S.

Its energy relative to the best compared isomer or geometry (same formula, charge and spin) is 0.000 eV. The HOMO-LUMO gap is 0.3429 Eh. Its net charge is +2.

Last column: natural (NBO) charge in e.
CARTESIAN COORDINATES (ANGSTROEM)
Al 0.0916 -0.2983 0.3321  1.79
C -4.1076 -3.7263 1.4773  -0.41
N -3.2952 -2.5006 1.5615  -0.82
C -3.7603 -1.5375 2.5729  -0.41
P -2.5018 -1.9994 0.2411  2.58
O -1.6222 -0.8313 0.6563  -1.20
O -1.6715 -3.2747 -0.2328  -1.08
P -0.1348 -3.2454 -0.7557  2.58
O 0.4594 -1.8851 -0.5513  -1.18
N -0.2243 -3.5452 -2.3325  -0.83
C 0.6470 -2.8480 -3.3015  -0.41
C -0.7768 -4.8245 -2.7991  -0.42
N 0.5468 -4.3476 0.2154  -0.81
C 2.0238 -4.3960 0.2188  -0.42
C -0.0832 -5.6582 0.4442  -0.41
N -3.3519 -1.6116 -1.0801  -0.82
C -3.9204 -2.6402 -1.9695  -0.41
C -4.1645 -0.3789 -1.0062  -0.43
H -3.9763 -4.3089 2.3887  0.22
H -3.8007 -4.3455 0.6353  0.22
H -5.1660 -3.4839 1.3648  0.21
H -3.6522 -1.9851 3.5626  0.21
H -4.8146 -1.2947 2.4256  0.21
H -3.1775 -0.6198 2.5335  0.22
H 1.0013 -1.9081 -2.8897  0.24
H 0.0662 -2.6350 -4.1984  0.22
H 1.4972 -3.4748 -3.5721  0.20
H -1.3679 -5.3074 -2.0214  0.21
H 0.0190 -5.5052 -3.1034  0.22
H -1.4264 -4.6447 -3.6555  0.22
H 2.4426 -3.4057 0.0570  0.23
H 2.4023 -5.0810 -0.5435  0.20
H 2.3489 -4.7465 1.1969  0.23
H -1.1667 -5.5691 0.4705  0.21
H 0.2468 -6.0327 1.4115  0.23
H 0.2020 -6.3833 -0.3206  0.20
H -3.2472 -3.4877 -2.0640  0.21
H -4.0489 -2.1974 -2.9563  0.23
H -4.8957 -2.9865 -1.6180  0.20
H -3.6725 0.3745 -0.3934  0.24
H -5.1630 -0.5823 -0.6108  0.20
H -4.2623 0.0290 -2.0109  0.23
O 1.4485 2.3640 -2.2130  -0.53
C 1.0302 1.9568 -1.1711  0.81
O 0.7474 0.6606 -0.9623  -0.95
C 0.7760 2.8488 0.0366  -0.83
P -0.5808 2.1617 1.0508  0.86
C -0.6242 3.2106 2.5291  -0.39
C -0.4260 2.6497 3.7874  -0.15
C -0.4128 3.4506 4.9232  -0.23
C -0.5997 4.8194 4.8006  -0.17
C -0.8094 5.3861 3.5468  -0.19
C -0.8270 4.5874 2.4143  -0.17
C -2.1067 2.6050 0.1647  -0.28
C -2.1483 2.7848 -1.2170  -0.24
C -3.3560 3.0767 -1.8435  -0.19
C -4.5220 3.1893 -1.0995  -0.20
C -4.4859 3.0080 0.2791  -0.21
C -3.2853 2.7143 0.9068  -0.24
H 0.6132 3.8774 -0.2743  0.27
H 1.6711 2.8212 0.6644  0.27
H -0.2999 1.5766 3.8729  0.20
H -0.2675 3.0107 5.9036  0.21
H -0.5929 5.4482 5.6826  0.24
H -0.9629 6.4542 3.4535  0.24
H -1.0031 5.0369 1.4428  0.23
H -1.2505 2.7177 -1.8237  0.23
H -3.3768 3.2330 -2.9149  0.23
H -5.4563 3.4352 -1.5894  0.23
H -5.3909 3.1132 0.8655  0.23
H -3.2606 2.5996 1.9858  0.22
C 3.7171 2.0731 6.8743  -0.62
C 3.9467 0.6282 6.4333  -0.40
C 4.2222 0.4725 4.9360  -0.41
C 3.1471 1.0675 4.0388  -0.22
N 1.8303 0.4652 4.3193  -0.56
C 1.0700 -0.2510 3.5174  0.41
S 1.6463 -0.7831 1.9667  -0.26
N -0.1457 -0.6133 3.9247  -0.57
C -0.7256 -0.2927 5.2322  -0.23
C -0.2326 -1.1924 6.3589  -0.41
C -0.9242 -0.8758 7.6803  -0.40
C -0.3432 -1.6734 8.8418  -0.60
H 3.6951 2.1506 7.9612  0.23
H 2.7702 2.4834 6.5047  0.18
H 4.5171 2.7238 6.5133  0.22
H 3.0901 0.0072 6.7247  0.18
H 4.7939 0.2110 6.9785  0.23
H 4.3465 -0.5856 4.6898  0.22
H 5.1612 0.9710 4.6819  0.23
H 3.3766 0.9113 2.9901  0.24
H 3.0459 2.1408 4.2048  0.22
H 1.4893 0.6106 5.2585  0.42
H -0.6421 -1.2370 3.3108  0.43
H -1.8071 -0.3724 5.1300  0.23
H -0.5241 0.7583 5.4577  0.20
H 0.8523 -1.0858 6.4820  0.20
H -0.4086 -2.2365 6.0825  0.21
H -1.9937 -1.0843 7.5845  0.20
H -0.8365 0.1964 7.8880  0.20
H -0.4158 -2.7478 8.6586  0.21
H -0.8718 -1.4589 9.7697  0.23
H 0.7102 -1.4309 8.9960  0.21

The following is a DFT calculation (wB97M-V/def2-TZVPD) of a structure of composition C31H56B3I3N6O4 in a non-equilibrium geometry.

The HOMO-LUMO gap is 0.3155 Eh.

Last column: Löwdin charge in e.
CARTESIAN COORDINATES (ANGSTROEM)
C -4.7099 -3.0212 -1.4631  -0.07
C -3.2166 -3.2613 -1.0334  -0.25
O -3.1802 -3.5863 0.3668  -0.16
C -1.9027 -4.0709 0.7400  -0.22
C -0.8189 -2.9148 0.8721  -0.01
B -1.0017 -2.0902 2.2263  -0.47
O -1.9175 -2.3852 3.2705  0.19
B -2.6200 -1.2070 3.6591  -0.94
I -4.7340 -1.2923 4.2597  0.86
O -2.0112 0.0847 3.6482  0.10
B -1.2006 0.1273 2.4608  -0.63
C -1.3961 1.1721 1.2634  -0.59
I -2.3982 2.9243 2.1382  0.94
C -0.0642 1.5236 0.4992  -0.75
C 0.4274 0.3842 -0.4706  -0.17
I -0.4214 3.2963 -0.7735  0.73
O -0.2035 -0.9008 2.3972  0.22
H -5.3064 -2.5918 -0.6218  0.08
H -4.7396 -2.3187 -2.3288  0.08
H -5.2035 -3.9820 -1.7265  0.07
H -2.6124 -2.3462 -1.2586  0.11
H -2.8014 -4.1439 -1.5865  0.12
H -1.5191 -4.8377 0.0210  0.11
H -2.0045 -4.4864 1.7718  0.13
H -0.9512 -2.1755 0.0398  0.10
H 0.2077 -3.3425 0.7727  0.12
H -2.0592 0.6662 0.5102  0.11
H 0.7551 1.8364 1.1814  0.04
H 1.1165 0.8405 -1.2225  0.04
H 1.0496 -0.3808 0.0585  0.08
H -0.3873 -0.0873 -1.0651  0.08
C -2.4582 7.4305 6.5277  -0.11
C -2.8732 5.9656 6.4544  -0.26
C -2.1783 5.2006 5.3257  -0.20
C -2.5439 5.7101 4.0024  -0.31
N -2.8274 6.1192 2.9666  0.14
H -2.7358 7.9701 5.6199  0.07
H -2.9519 7.9209 7.3680  0.07
H -1.3788 7.5257 6.6670  0.08
H -3.9578 5.9027 6.3367  0.11
H -2.6276 5.4833 7.4037  0.11
H -2.4555 4.1450 5.3846  0.10
H -1.0941 5.2499 5.4521  0.12
C 2.6225 -6.8379 -0.0360  -0.11
C 1.1595 -7.1968 0.1977  -0.26
C 0.4732 -7.7659 -1.0455  -0.19
C 0.3984 -6.7877 -2.1333  -0.24
N 0.3462 -6.0215 -2.9866  0.15
H 2.7261 -6.0538 -0.7891  0.07
H 3.0730 -6.4711 0.8878  0.07
H 3.1918 -7.7090 -0.3673  0.08
H 0.6226 -6.3113 0.5486  0.09
H 1.1057 -7.9398 0.9974  0.11
H -0.5405 -8.0782 -0.7827  0.12
H 0.9999 -8.6596 -1.3878  0.12
C 5.4236 0.3519 -3.4165  -0.11
C 4.7648 -0.2903 -2.2016  -0.26
C 3.7666 -1.3894 -2.5729  -0.19
C 2.6249 -0.8685 -3.3280  -0.24
N 1.7349 -0.4595 -3.9276  0.16
H 4.6887 0.8517 -4.0514  0.07
H 6.1507 1.1010 -3.0995  0.07
H 5.9469 -0.3951 -4.0185  0.07
H 4.2687 0.4831 -1.6087  0.11
H 5.5427 -0.7258 -1.5696  0.11
H 3.3984 -1.8614 -1.6585  0.11
H 4.2667 -2.1704 -3.1525  0.10
C 2.6523 -2.4714 -6.8752  -0.11
C 4.0959 -2.3406 -7.3447  -0.26
C 4.8801 -3.6499 -7.2422  -0.19
C 5.0238 -4.0956 -5.8542  -0.23
N 5.1298 -4.4466 -4.7659  0.14
H 2.5985 -2.7416 -5.8191  0.06
H 2.1300 -1.5223 -7.0000  0.07
H 2.1188 -3.2306 -7.4521  0.08
H 4.5956 -1.5595 -6.7654  0.11
H 4.0973 -2.0128 -8.3873  0.11
H 5.8750 -3.5069 -7.6713  0.12
H 4.3905 -4.4280 -7.8323  0.12
C -5.8951 5.0001 0.7993  -0.12
C -5.3521 4.9007 -0.6208  -0.26
C -6.2845 4.1445 -1.5699  -0.19
C -6.4487 2.7405 -1.1850  -0.24
N -6.5816 1.6424 -0.8771  0.14
H -6.0062 4.0127 1.2534  0.07
H -5.2099 5.5768 1.4229  0.05
H -6.8683 5.4975 0.8148  0.07
H -4.3702 4.4201 -0.5989  0.09
H -5.2030 5.9109 -1.0104  0.11
H -5.8745 4.1860 -2.5821  0.12
H -7.2608 4.6337 -1.6041  0.12
C 4.3969 4.2363 4.2551  -0.11
C 2.9422 3.8089 4.1008  -0.26
C 2.7557 2.6663 3.1006  -0.19
C 3.1294 3.0556 1.7375  -0.24
N 3.4349 3.3632 0.6739  0.16
H 4.8005 4.6241 3.3176  0.07
H 4.4807 5.0261 5.0031  0.07
H 5.0198 3.3983 4.5764  0.08
H 2.3419 4.6713 3.7999  0.11
H 2.5666 3.4836 5.0745  0.11
H 1.7072 2.3568 3.1055  0.10
H 3.3428 1.7982 3.4097  0.12

Table of E (Eh), in record order: -2316.673228, -3584.215041, -2812.158098